Below is an isolated molecule of C3H6O2S at a distorted geometry, with properties calculated with the ωB97M-V functional and the def2-TZVPD basis.

```
12
C3H6O2S | OMol25 | the ωB97M-V functional and the def2-TZVPD basis
O -1.87646 1.13666 0.07223
C -1.20977 0.22356 0.47534
O -1.20619 -0.12091 1.77962
C -0.43057 -0.74754 -0.35879
C 0.96174 -0.23003 -0.80828
S 1.27054 1.47146 0.00097
H -1.44085 0.44715 2.52259
H -0.39738 -1.72423 0.10223
H -1.05583 -0.75295 -1.27882
H 1.10238 -0.03560 -1.90091
H 1.68873 -0.97109 -0.49866
H 2.59367 1.30352 -0.10754
```

Frontier orbital gap = 0.36432 Eh
Charge = 0
Relative energy (zero: lowest compared OMol25 entry of this formula, charge and spin) = 75.8 kJ/mol
SMILES = O=C(O)CCS

Below is a structure of composition C10H32FeO7 at a distorted geometry, with properties calculated with the ωB97M-V functional and the def2-TZVPD basis.

```
50
C10H32FeO7 | OMol25 | the ωB97M-V functional and the def2-TZVPD basis
Fe -2.87857 11.42065 8.62153
O -4.03013 12.31413 7.23724
H -3.96999 11.72340 6.48803
O -1.67516 10.72455 10.05869
H -2.15533 10.03854 10.51779
C -4.70868 10.87697 12.27578
C -5.10264 11.57261 10.98124
O -4.61279 10.87993 9.82277
H -4.73304 9.78795 12.17597
H -5.41522 11.09788 13.07948
H -3.71741 11.16985 12.62067
H -4.71887 12.59031 10.91044
H -6.19316 11.68188 10.94464
H -4.98593 9.99362 9.91806
C -1.55682 14.28908 11.46791
C -1.36131 14.06864 9.97438
O -2.57807 13.57287 9.37899
H -2.49208 14.80959 11.66097
H -0.71295 14.86876 11.85042
H -1.56442 13.31764 11.96124
H -0.61173 13.31690 9.73579
H -1.07184 14.98373 9.44864
H -3.21489 14.28970 9.31277
C 0.55137 13.05298 6.16469
C -0.65042 12.11116 6.02837
O -1.04367 11.62576 7.30440
H 1.46691 12.50571 6.40125
H 0.32405 13.75109 6.97009
H 0.74238 13.62015 5.25205
H -0.45672 11.31114 5.30556
H -1.49822 12.69710 5.66302
H -0.23881 11.25333 7.73061
C 3.00775 10.03572 9.61638
C 1.64862 10.60240 9.95240
O 0.68795 10.12514 9.02166
H 2.97606 8.95558 9.48050
H 3.71597 10.20468 10.43616
H 3.50106 10.50247 8.76035
H 1.66741 11.69456 10.02122
H 1.36564 10.21542 10.93951
H -0.22459 10.28306 9.39992
C -1.23043 8.21590 6.55757
C -2.28039 8.37813 7.63431
O -3.12420 9.53476 7.50679
H -1.65641 8.15677 5.54928
H -0.70337 7.27521 6.72432
H -0.50408 9.02567 6.53515
H -1.77854 8.48976 8.59798
H -2.89130 7.47044 7.69392
H -3.67804 9.35876 6.73580
```

2S+1 = 5
Frontier orbital gap (spin up / spin down) = 0.30158 / 0.28006 Eh
Charge = 0
<S²> = 6.0073

Below is a structure of composition C35H45N8O10SeSr at a distorted geometry, with properties calculated with the ωB97M-V functional and the def2-TZVPD basis.

```
100
C35H45N8O10SeSr | OMol25 | the ωB97M-V functional and the def2-TZVPD basis
Sr 1.16995 0.02325 -1.46307
O 4.39866 2.95046 -1.45260
C 3.35341 2.31967 -1.60969
O 3.20557 1.08792 -1.94749
C 2.01632 3.08086 -1.42906
C 1.90746 4.41943 -1.10003
C 0.62591 4.95919 -0.98515
C -0.50165 4.17167 -1.20558
C -0.30789 2.84483 -1.53602
N 0.92266 2.34666 -1.64088
C -1.42786 1.82106 -1.83717
O -2.59677 2.22037 -1.84464
O -0.98817 0.64245 -2.08627
H 2.80837 4.99954 -0.94529
H 0.50439 6.00433 -0.72152
H -1.51027 4.55559 -1.11294
O 2.74501 -1.69366 -0.75516
C 3.62421 -1.56051 0.08737
C 3.70453 -0.56932 1.14917
C 4.79957 -0.66871 1.99943
C 4.99025 0.23625 3.00843
C 4.12025 1.33893 3.15496
C 3.04504 1.47314 2.33097
C 2.73164 0.48767 1.32978
O 1.64674 0.54306 0.68621
N 6.10955 0.06404 3.92652
O 6.20506 0.83623 4.86929
O 6.90309 -0.84398 3.72353
H 4.46342 -2.27641 0.08319
H 5.51524 -1.47263 1.87092
H 4.33408 2.07109 3.92216
H 2.37825 2.32603 2.40212
N -0.18283 -4.37668 -0.00829
C 0.14212 -3.33596 -0.84169
N 0.77487 -3.71865 -2.00242
O -0.12942 -2.17455 -0.54713
H -0.27268 -5.29982 -0.39210
H -0.78770 -4.14274 0.76172
H 1.32441 -4.55934 -1.95176
H 1.20695 -2.97608 -2.53498
C 1.63681 1.55092 -4.80527
N 0.70317 0.58419 -5.37682
C -0.39522 1.17933 -6.12902
C 0.63730 -0.67230 -4.85811
O 1.19316 -0.98533 -3.79095
N -0.07903 -1.58325 -5.61125
C -0.44451 -2.82526 -4.95954
C 0.20837 -1.70870 -7.03191
H 2.11959 2.09874 -5.61503
H 2.39610 1.05324 -4.20739
H 1.10674 2.25794 -4.17090
H -0.85877 1.96292 -5.52537
H -1.15068 0.43759 -6.36260
H -0.02856 1.62733 -7.05529
H -0.71007 -2.63976 -3.92496
H 0.37140 -3.55861 -4.97861
H -1.30654 -3.25105 -5.47733
H 0.69223 -0.80962 -7.40408
H -0.70955 -1.87352 -7.60079
H 0.87809 -2.55788 -7.21218
C -5.35161 2.16523 0.72758
C -5.21912 0.90978 1.59128
C -4.86936 -0.33419 0.76916
C -3.41812 -0.33891 0.29167
N -2.46698 -0.65048 1.37049
C -1.59986 0.23899 1.94929
Se -1.57715 2.05038 1.66350
N -0.82346 -0.49973 2.80650
C 0.31200 0.00106 3.57575
C 0.00665 0.10638 5.06856
C -0.84037 1.32196 5.44112
C -0.08477 2.64194 5.30291
C -1.23095 -1.83096 2.80127
C -0.78904 -2.93275 3.51296
C -1.46284 -4.13678 3.31333
C -2.53003 -4.22480 2.41671
C -2.94858 -3.11541 1.68381
C -2.28236 -1.92196 1.89924
H -5.62775 3.03168 1.33683
H -6.12461 2.02801 -0.03737
H -4.41160 2.40076 0.21814
H -6.15450 0.73016 2.13046
H -4.44091 1.07244 2.34325
H -5.51446 -0.38500 -0.11446
H -5.06310 -1.23182 1.36423
H -3.14185 0.62736 -0.12107
H -3.25336 -1.07662 -0.49479
H 0.56276 0.96852 3.14928
H 1.15546 -0.66615 3.39801
H 0.96140 0.14935 5.60304
H -0.50319 -0.80531 5.39097
H -1.18112 1.20467 6.47407
H -1.73107 1.35128 4.80652
H 0.85198 2.61880 5.87136
H -0.68627 3.47729 5.67147
H 0.14849 2.85281 4.25482
H 0.05211 -2.86473 4.19312
H -1.15624 -5.01601 3.86719
H -3.04045 -5.17178 2.28563
H -3.75753 -3.18710 0.96675
```

Frontier orbital gap = 0.26100 Eh
Charge = -1
Relative energy (zero: lowest compared OMol25 entry of this formula, charge and spin) = 165.4 kJ/mol